# 1
Below is a 13-piece molecular cluster, C25H76O13 overall in a non-equilibrium geometry, with properties calculated with ωB97M-V/def2-TZVPD.

Values from the calculation:
Largest force on an atom, eV/Å: 3.159
Frontier orbital gap, eV: 10.02

Structure (ORCA input):
```
! RIJCOSX wB97M-V def2-TZVPD def2/J DEFGRID3
* xyz 0 1
O -0.170 4.701 -3.829
O -1.775 4.029 -1.250
O 0.956 -0.158 -1.479
O 4.150 -2.219 0.071
O 0.581 -2.990 4.168
O -1.181 -0.120 -3.386
O -0.063 1.233 5.373
O 0.780 -3.698 -4.345
O 3.136 1.577 -1.834
O -3.902 0.810 1.952
O -4.737 -1.318 0.271
O -0.072 -3.229 1.565
O -4.006 2.296 -0.523
C 6.164 -1.326 1.196
C -3.720 -3.136 -0.927
C -3.634 -2.259 0.274
C 5.377 -1.518 -0.135
C 2.782 2.453 -0.791
C 0.305 -4.703 -0.304
C 0.846 -4.116 0.985
C 2.188 -1.300 3.348
C 1.266 2.340 3.699
C -4.772 1.428 -1.442
C 2.766 -3.188 -3.055
C -0.637 3.538 -0.608
C -2.877 0.916 2.931
C 0.144 2.420 4.730
C 0.845 3.779 -4.232
C -0.359 0.075 0.584
C -0.666 3.911 0.877
C 1.864 -2.319 4.402
C -2.285 -1.014 -3.197
C 0.156 2.473 -4.477
C 3.589 2.124 0.449
C -2.805 -0.414 3.695
C 1.651 -2.660 -3.925
C 0.553 -0.785 -0.281
C -6.054 2.168 -1.946
H 2.103 1.845 4.218
H -0.640 2.591 -5.199
H 1.344 4.169 -5.140
H 0.107 1.099 0.624
H 0.174 -0.105 -2.074
H 1.516 3.664 -3.370
H 5.936 -2.091 -0.856
H 2.030 -2.173 -4.871
H 0.192 5.576 -3.661
H 0.314 3.941 -1.026
H 5.567 -0.911 1.961
H -6.710 1.342 -2.249
H -1.507 4.353 -2.130
H 2.221 -1.775 2.389
H -3.212 1.661 3.624
H -1.625 3.617 1.337
H -1.842 -1.964 -3.233
H -4.178 1.119 -2.335
H -4.902 0.535 -0.825
H 5.226 -0.517 -0.599
H 2.587 -3.129 4.267
H -5.838 2.785 -2.814
H 3.338 2.910 1.171
H -2.996 -0.889 -4.042
H 6.969 -0.662 0.986
H -4.183 -2.633 -1.819
H 0.820 1.662 -4.816
H 3.057 3.409 -1.196
H 1.477 -1.117 0.223
H 3.313 -4.018 -3.521
H 1.087 1.738 2.784
H 0.190 3.577 1.454
H -3.740 1.494 1.227
H -2.801 -0.871 -2.214
H 1.705 2.408 -0.549
H 1.027 -1.917 -3.336
H -0.464 -0.294 1.614
H -6.502 2.774 -1.148
H -3.552 -2.752 1.241
H 1.007 -4.876 1.771
H -2.703 -3.468 -1.182
H 2.455 -3.589 -2.089
H 3.197 -0.822 3.460
H -1.877 1.165 2.571
H 0.116 -3.182 2.514
H 0.528 1.126 6.111
H -3.727 -0.602 4.115
H -2.658 -1.654 0.091
H -2.625 -1.295 3.014
H -0.071 -3.888 -0.966
H 1.151 -5.195 -0.683
H -0.468 2.438 -0.723
H 1.368 -0.561 3.219
H -1.344 0.187 0.110
H -0.316 2.134 -3.527
H 1.556 3.359 3.485
H -4.630 -0.784 1.060
H -0.638 5.000 0.956
H 0.393 3.217 5.439
H -0.077 -2.268 4.382
H 1.890 -3.745 0.841
H 0.030 -1.707 -0.410
H -0.759 2.701 4.206
H -2.105 -0.263 4.515
H 3.271 1.158 0.874
H -0.465 -5.409 -0.107
H -3.374 2.832 -1.006
H -4.325 -4.005 -0.745
H 1.904 -1.940 5.435
H 4.649 2.011 0.221
H -0.096 -3.341 -4.256
H 3.496 -2.361 -2.905
H 6.704 -2.181 1.511
H 2.484 0.833 -1.783
H -1.466 0.776 -3.551
H 3.531 -2.057 -0.676
*
```

***

# 2
Below is a 2-piece molecular cluster, H4NS overall, with properties calculated with ωB97M-V/def2-TZVPD.

Values from the calculation:
Largest force on an atom, eV/Å: 0.959
Frontier orbital gap, eV: 7.08

Structure (ORCA input):
```
! RIJCOSX wB97M-V def2-TZVPD def2/J DEFGRID3
* xyz -1 1
S -1.456 -0.074 -0.039
N 2.710 0.008 -0.001
H 2.248 0.511 0.745
H -1.645 1.173 0.368
H 2.700 -0.983 0.199
H 2.204 0.131 -0.862
*
```

***

# 3
Below is a 7-piece molecular cluster, C45H52Br2ClN6O14P3 overall, with properties calculated with ωB97M-V/def2-TZVPD.

Values from the calculation:
SMILES: CCC[C@@H](C)P(Cl)([PH2]=O)([C@H](Br)[C@H](C)Br)P(C)O.O=[N+]([O-])c1ccccc1.O=[N+]([O-])c1ccccc1.O=[N+]([O-])c1ccccc1.O=[N+]([O-])c1ccccc1.O=[N+]([O-])c1ccccc1.O=[N+]([O-])c1ccccc1
Largest force on an atom, eV/Å: 0.794
Frontier orbital gap, eV: 7.48

Structure (ORCA input):
```
! RIJCOSX wB97M-V def2-TZVPD def2/J DEFGRID3
* xyz 0 1
Br -2.885 -2.701 3.098
Br -2.071 -1.019 0.232
Cl -2.760 2.067 0.226
P -4.092 0.525 4.355
P -2.779 3.069 3.117
P -3.501 1.087 2.177
O -3.683 0.751 9.282
O -2.157 -1.556 -5.588
O 0.951 -1.303 -4.397
O 7.197 -3.147 -3.356
O 1.642 -1.728 0.179
O -2.497 -1.628 -3.472
O 2.989 -1.135 -3.733
O 5.838 -1.570 -2.823
O -4.839 1.981 4.675
O 7.478 4.772 -0.495
O 8.914 5.048 -2.070
O 3.484 -1.066 1.049
O -4.569 -0.057 7.499
O -1.638 3.759 2.485
N 8.209 4.353 -1.369
N 2.111 -0.988 -4.551
N 2.574 -0.940 0.255
N -2.230 -1.036 -4.494
N -4.186 -0.150 8.648
N 6.163 -2.740 -2.862
C -1.697 -1.166 3.030
C -4.636 -3.885 10.550
C 7.427 2.087 -0.820
C -7.261 2.027 0.427
C 1.729 1.570 -2.387
C 3.528 -5.516 -1.117
C -2.048 -0.134 1.967
C -1.775 2.355 -3.030
C -4.341 -1.459 9.313
C 1.975 0.465 -7.986
C -5.719 1.978 0.482
C -7.818 3.450 0.445
C 3.195 -4.168 -1.139
C -5.586 -0.529 4.403
C 8.237 2.895 -1.597
C -0.268 -1.674 2.873
C 3.876 2.099 -1.442
C -1.459 2.501 -5.419
C -1.490 3.105 -4.165
C -5.016 -3.736 9.223
C 4.061 -3.255 -1.720
C -5.491 -0.479 1.060
C -2.029 0.997 -3.147
C 3.843 0.021 -5.966
C 1.604 0.477 -1.541
C 9.071 2.391 -2.578
C 5.241 -3.722 -2.264
C 8.282 0.188 -2.023
C -4.870 -2.512 8.590
C 1.571 -0.137 -6.804
C 3.299 0.842 -8.160
C -5.240 0.963 1.519
C -1.983 0.422 -4.396
C 4.230 0.621 -7.154
C 9.089 1.020 -2.786
C -1.708 1.143 -5.544
C 2.640 0.219 -0.661
C -4.104 -2.811 11.252
C 3.773 1.013 -0.591
C 4.721 -5.960 -1.677
C 2.516 -0.345 -5.821
C 7.453 0.721 -1.044
C 2.856 2.375 -2.337
C -3.950 -1.581 10.633
C 5.595 -5.059 -2.261
H -7.703 1.447 1.246
H -2.506 2.661 4.427
H 9.684 3.063 -3.160
H 6.528 -5.375 -2.703
H -1.242 3.087 -6.302
H 8.295 -0.879 -2.197
H 0.379 -0.876 2.500
H -3.537 -0.730 11.154
H 3.831 -2.201 -1.758
H -5.344 2.976 0.723
H 4.545 -0.162 -5.165
H -8.892 3.459 0.646
H 2.852 -6.228 -0.661
H -1.803 2.818 -2.054
H -5.193 -0.590 0.016
H 0.550 -0.445 -6.644
H -6.558 -0.713 1.144
H 6.796 2.528 -0.063
H -2.251 0.379 -2.298
H 6.820 0.067 -0.458
H -5.426 -4.574 8.676
H -5.322 1.698 -0.494
H 0.734 -0.161 -1.577
H -1.292 4.165 -4.072
H 2.266 -3.822 -0.707
H 0.106 -2.022 3.837
H 4.973 -7.012 -1.658
H 0.935 1.788 -3.090
H -7.590 1.540 -0.496
H -3.983 3.791 3.164
H -7.664 3.941 -0.520
H 9.729 0.603 -3.551
H 3.609 1.307 -9.086
H -5.966 -0.440 5.425
H -1.189 0.541 1.897
H -1.811 -0.700 4.009
H -0.204 -2.498 2.163
H -1.693 0.648 -6.502
H 4.755 2.729 -1.405
H -4.754 -4.842 11.040
H -5.841 1.165 2.411
H -5.154 -2.370 7.558
H -7.328 4.063 1.207
H -6.378 -0.231 3.712
H -5.325 -1.568 4.221
H 2.940 3.226 -3.001
H 5.262 0.915 -7.291
H -5.665 2.116 4.197
H -4.962 -1.224 1.657
H 4.554 0.773 0.115
H 1.252 0.636 -8.773
H -3.806 -2.930 12.285
*
```

***

no.,HOMO energy (eV),total energy (eV)
1,-9.6,-53771.217
2,-2.4,-12391.219
3,-8.1,-265572.504